(1)
{
  "formula": "C49H47ClN3O3S3Tc",
  "method": "wB97M-V/def2-TZVPD",
  "energy_ha": -4020.723542,
  "e_lumo_ha": [-0.104, -0.125],
  "total_charge": 1,
  "multiplicity": 4,
  "fmax_ev_per_a": 4.37,
  "e_homo_ha": [-0.386, -0.392],
  "elements": ["Tc", "O", "C", "C", "C", "C", "C", "C", "C", "C", "C", "O", "C", "C", "C", "C", "C", "C", "C", "C", "C", "C", "C", "C", "N", "C", "C", "C", "C", "C", "C", "C", "C", "C", "C", "C", "C", "H", "H", "H", "H", "H", "H", "H", "H", "H", "H", "H", "H", "H", "H", "H", "H", "H", "H", "H", "H", "H", "H", "H", "H", "H", "H", "H", "C", "C", "C", "C", "C", "C", "C", "S", "C", "O", "H", "H", "H", "H", "H", "H", "H", "H", "H", "H", "Cl", "C", "C", "C", "C", "N", "C", "H", "H", "H", "H", "S", "C", "N", "C", "S", "C", "H", "H", "H", "H", "H", "H"],
  "xyz": [[-18.392, -10.519, 8.816], [-18.172, -8.653, 8.438], [-18.779, -7.510, 9.151], [-19.988, -8.068, 9.991], [-20.936, -8.972, 9.363], [-22.344, -8.646, 9.196], [-23.178, -9.482, 8.583], [-22.695, -10.687, 8.030], [-21.380, -11.039, 8.288], [-20.788, -12.232, 7.614], [-19.832, -11.809, 6.488], [-18.787, -10.982, 7.030], [-20.682, -10.876, 5.608], [-21.580, -11.386, 4.701], [-22.343, -10.630, 3.867], [-22.246, -9.272, 3.915], [-21.333, -8.691, 4.777], [-20.563, -9.488, 5.609], [-19.137, -13.035, 5.754], [-19.440, -14.401, 6.097], [-18.873, -15.409, 5.341], [-17.899, -15.127, 4.402], [-17.441, -13.807, 4.285], [-18.128, -12.755, 4.877], [-20.578, -10.198, 8.919], [-19.355, -6.564, 8.058], [-20.348, -5.618, 8.374], [-20.707, -4.677, 7.422], [-20.211, -4.739, 6.087], [-19.204, -5.662, 5.827], [-18.767, -6.537, 6.776], [-17.755, -6.805, 10.004], [-16.403, -7.106, 9.944], [-15.454, -6.379, 10.668], [-15.906, -5.274, 11.443], [-17.226, -4.999, 11.515], [-18.160, -5.737, 10.759], [-19.457, -8.518, 10.853], [-20.671, -7.306, 10.432], [-22.736, -7.660, 9.498], [-24.215, -9.092, 8.404], [-23.343, -11.288, 7.415], [-20.391, -12.868, 8.333], [-21.601, -12.830, 7.205], [-21.825, -12.531, 4.752], [-23.004, -11.055, 3.065], [-22.827, -8.665, 3.273], [-21.193, -7.614, 4.841], [-19.858, -9.094, 6.315], [-20.425, -14.788, 6.702], [-19.318, -16.373, 5.375], [-17.501, -15.902, 3.751], [-16.680, -13.481, 3.686], [-17.807, -11.752, 4.669], [-20.779, -5.566, 9.379], [-21.522, -3.992, 7.729], [-20.603, -4.019, 5.348], [-18.793, -5.679, 4.818], [-18.055, -7.343, 6.557], [-15.981, -7.970, 9.424], [-14.451, -6.663, 10.682], [-15.203, -4.831, 12.005], [-17.516, -4.176, 12.140], [-19.228, -5.570, 10.813], [-12.114, -14.302, 9.629], [-13.624, -14.367, 9.457], [-14.231, -14.513, 8.207], [-15.644, -14.319, 8.128], [-16.377, -14.106, 9.288], [-15.712, -13.921, 10.543], [-14.373, -14.146, 10.632], [-18.104, -14.003, 9.217], [-18.613, -14.687, 10.796], [-18.459, -12.479, 9.473], [-11.947, -13.254, 9.944], [-11.574, -14.533, 8.744], [-11.797, -15.007, 10.393], [-13.677, -14.698, 7.316], [-16.142, -14.301, 7.195], [-16.217, -13.606, 11.439], [-13.908, -13.987, 11.616], [-17.914, -14.370, 11.575], [-18.582, -15.761, 10.624], [-19.675, -14.348, 10.925], [-12.851, -10.604, 10.396], [-13.971, -10.669, 9.074], [-13.591, -10.645, 7.768], [-14.583, -10.820, 6.826], [-15.910, -10.870, 7.196], [-16.291, -10.795, 8.480], [-15.281, -10.777, 9.388], [-12.539, -10.610, 7.541], [-14.323, -10.921, 5.772], [-16.696, -10.939, 6.476], [-15.436, -10.858, 10.450], [-16.411, -10.645, 13.121], [-17.315, -10.477, 11.832], [-17.900, -10.292, 10.839], [-21.623, -11.882, 12.050], [-22.250, -13.272, 11.004], [-23.994, -12.790, 11.153], [-22.079, -10.953, 11.726], [-20.523, -11.750, 11.800], [-21.729, -12.144, 13.088], [-24.412, -13.214, 12.050], [-24.574, -13.230, 10.323], [-24.079, -11.699, 11.071]],
  "mulliken_charge": [-0.3917, -0.1348, 3.0619, -1.7311, 0.0948, -0.7386, -1.0028, -1.2010, 0.0675, -2.0183, 2.7133, 1.0118, -0.4989, 0.0255, -0.8490, -0.7861, -0.4336, 0.4560, -0.0981, -0.1758, -0.6389, -0.8093, -1.0424, -0.5801, 1.1257, 0.2137, -0.1390, -0.8025, -0.6681, -0.7993, -0.5130, -0.2084, -0.1246, -1.0573, -0.7993, -1.1283, -0.3405, 0.3883, 0.8780, 0.4413, 0.3658, 0.5895, 0.4008, 1.0763, 0.1613, 0.3455, 0.5002, 0.4197, -0.0732, -0.0133, 0.5503, 0.4321, 0.6265, 0.5806, 0.2487, 0.3350, 0.4151, 0.4140, 0.4090, 0.2052, 0.5940, 0.5297, 0.4406, 0.1663, -1.4376, 1.1100, -1.2404, 0.2727, 0.0248, -0.3871, -1.1244, 0.6958, -0.7903, -0.1309, 0.2180, 0.4021, 0.3888, 0.4561, 0.4699, 0.1647, 0.3384, 0.2917, 0.4950, 0.0508, -0.1586, 0.0788, -0.7733, -0.7603, -0.7514, 2.4271, -1.0135, 0.5356, 0.5031, 0.3360, -0.1210, -0.3987, 0.7908, -0.4954, -0.3988, -0.0721, -0.8506, 0.0858, -0.1762, 0.5357, 0.3663, 0.3713, 0.1845]
}

---

(2)
{
  "formula": "C49H47N4O5SScTe",
  "method": "wB97M-V/def2-TZVPD",
  "energy_ha": -3917.461186,
  "e_lumo_ha": [-0.128, -0.147],
  "total_charge": 1,
  "multiplicity": 2,
  "fmax_ev_per_a": 1.67,
  "e_homo_ha": [-0.377, -0.390],
  "elements": ["Sc", "C", "C", "C", "C", "C", "C", "C", "S", "O", "O", "N", "C", "C", "C", "C", "C", "N", "H", "H", "H", "H", "H", "H", "H", "H", "H", "H", "H", "C", "C", "C", "C", "C", "C", "Te", "N", "C", "O", "C", "C", "C", "C", "C", "C", "C", "C", "C", "C", "C", "C", "C", "C", "C", "C", "H", "H", "H", "H", "H", "H", "H", "H", "H", "H", "H", "H", "H", "H", "H", "H", "H", "H", "H", "H", "H", "H", "H", "C", "O", "C", "C", "C", "C", "C", "C", "N", "C", "C", "C", "C", "C", "C", "C", "O", "H", "H", "H", "H", "H", "H", "H", "H", "H", "H", "H", "H", "H"],
  "xyz": [[0.694, 2.065, -0.388], [-7.044, 2.547, -0.740], [-5.679, 2.395, -1.327], [-4.566, 2.229, -0.511], [-3.298, 2.129, -1.060], [-3.141, 2.224, -2.429], [-4.236, 2.374, -3.260], [-5.502, 2.447, -2.706], [-1.493, 2.235, -3.137], [-1.071, 0.873, -3.359], [-1.502, 3.110, -4.272], [-0.516, 2.755, -1.933], [-0.567, 4.032, -1.486], [-1.441, 5.034, -1.943], [-1.365, 6.280, -1.369], [-0.442, 6.524, -0.350], [0.382, 5.495, 0.050], [0.324, 4.270, -0.484], [-7.051, 2.279, 0.311], [-7.759, 1.927, -1.273], [-7.371, 3.580, -0.831], [-4.691, 2.196, 0.563], [-2.425, 1.998, -0.432], [-4.078, 2.449, -4.325], [-6.364, 2.563, -3.346], [-2.123, 4.811, -2.747], [-2.023, 7.070, -1.698], [-0.367, 7.493, 0.114], [1.128, 5.629, 0.826], [3.437, -6.062, -5.478], [3.309, -4.786, -4.710], [2.175, -3.997, -4.816], [2.031, -2.811, -4.110], [0.770, -2.018, -4.295], [3.068, -2.399, -3.265], [2.761, -0.350, -2.407], [2.572, 1.349, -0.921], [2.961, 1.557, 0.297], [2.114, 2.174, 1.060], [4.256, 1.125, 0.856], [5.313, 0.748, 0.035], [6.504, 0.330, 0.600], [6.647, 0.291, 1.979], [5.604, 0.691, 2.800], [4.412, 1.111, 2.240], [1.414, -1.112, -0.939], [0.091, -0.679, -1.021], [-0.876, -1.226, -0.179], [-0.514, -2.185, 0.751], [0.819, -2.537, 0.887], [1.803, -2.004, 0.063], [3.232, -2.407, 0.241], [4.230, -3.159, -3.173], [5.402, -2.720, -2.348], [4.331, -4.352, -3.881], [2.577, -6.216, -6.123], [3.514, -6.910, -4.800], [4.336, -6.042, -6.089], [1.376, -4.301, -5.476], [0.195, -2.428, -5.122], [0.971, -0.967, -4.518], [0.148, -2.053, -3.401], [5.203, 0.807, -1.043], [7.326, 0.041, -0.036], [7.579, -0.037, 2.415], [5.723, 0.678, 3.873], [3.585, 1.439, 2.851], [-0.230, -0.054, -1.859], [-1.910, -0.942, -0.307], [-1.267, -2.662, 1.361], [1.110, -3.266, 1.633], [3.452, -2.643, 1.281], [3.882, -1.596, -0.089], [3.450, -3.292, -0.353], [5.218, -1.726, -1.935], [6.297, -2.684, -2.965], [5.593, -3.419, -1.535], [5.231, -4.942, -3.790], [-4.113, -0.854, 1.952], [-2.858, -0.998, 2.582], [-2.729, -1.845, 3.632], [-3.763, -2.629, 4.132], [-3.550, -3.506, 5.179], [-2.297, -3.623, 5.754], [-1.254, -2.865, 5.261], [-1.450, -1.967, 4.216], [-0.326, -1.316, 3.674], [-0.281, -0.159, 3.040], [-1.142, 0.929, 3.191], [-1.941, 1.147, 4.339], [-2.591, 2.334, 4.514], [-2.458, 3.358, 3.559], [-1.732, 3.169, 2.414], [-1.101, 1.927, 2.152], [-0.587, 1.640, 1.010], [-4.890, -0.612, 2.679], [-4.387, -1.756, 1.398], [-3.992, -0.019, 1.262], [-4.739, -2.574, 3.680], [-4.364, -4.111, 5.538], [-2.129, -4.317, 6.561], [-0.267, -2.963, 5.687], [0.507, -1.893, 3.637], [0.547, -0.014, 2.350], [-1.979, 0.387, 5.104], [-3.188, 2.504, 5.395], [-2.944, 4.305, 3.739], [-1.636, 3.949, 1.670]],
  "mulliken_charge": [-0.6430, -1.6947, 0.7913, -0.8738, 0.2851, -0.2206, -0.8977, -0.8396, 1.4122, -0.6454, -0.7193, -0.0283, 0.7373, -0.5787, -0.5404, -0.8426, -0.4032, 0.1860, 0.3443, 0.4116, 0.3398, 0.4939, 0.4621, 0.5392, 0.4376, 0.5024, 0.4723, 0.4302, 0.4763, -1.5702, 0.8188, -1.0676, 1.1948, -1.6528, -0.2919, 0.5250, -0.8593, 0.8434, -0.8373, 0.4134, -0.1149, -0.8402, -0.4595, -0.7943, -0.4946, 0.5312, -0.8564, -1.3562, -0.6884, -1.0279, 0.9682, -1.7786, 1.1951, -1.5512, -0.8832, 0.3498, 0.3373, 0.3704, 0.2948, 0.4143, 0.3233, 0.1989, 0.7284, 0.4530, 0.4233, 0.4396, 0.5585, 1.3004, 0.6253, 0.7191, 0.7651, 0.5344, 0.0716, 0.2872, -0.0359, 0.5670, 0.3355, 0.4552, -1.0365, 0.5314, 1.1383, -0.8474, -0.8686, -0.7317, -0.8627, 0.0036, 0.2862, -1.0893, 0.3426, -0.3996, -1.1221, -0.6854, -0.6184, 0.4546, 1.0286, 0.4994, 0.3912, -0.1494, 0.5142, 0.4547, 0.4359, 0.4961, 0.5632, 1.0618, 0.5705, 0.4487, 0.4960, 0.4179]
}

---

(3)
{
  "formula": "C49H49BaN7O2S",
  "method": "wB97M-V/def2-TZVPD",
  "energy_ha": -2854.025692,
  "e_lumo_ha": 0.019,
  "relative_energy_ev": 0.219,
  "multiplicity": 1,
  "fmax_ev_per_a": 0.46,
  "e_homo_ha": -0.230,
  "elements": ["Ba", "C", "C", "C", "C", "C", "N", "C", "C", "C", "C", "C", "C", "C", "N", "C", "C", "C", "N", "C", "C", "N", "C", "C", "C", "N", "H", "H", "H", "H", "H", "H", "H", "H", "H", "H", "H", "H", "H", "H", "H", "H", "H", "H", "C", "N", "N", "C", "O", "C", "C", "C", "C", "C", "C", "C", "C", "C", "H", "H", "H", "H", "H", "H", "H", "H", "H", "H", "H", "H", "C", "C", "C", "C", "C", "C", "H", "H", "H", "H", "H", "H", "H", "H", "H", "O", "S", "C", "C", "C", "C", "C", "C", "C", "C", "C", "C", "C", "C", "H", "H", "H", "H", "H", "H", "H", "H", "H", "H"],
  "xyz": [[0.541, 0.515, -0.230], [3.172, 3.670, 6.389], [2.321, 3.284, 5.209], [1.372, 4.160, 4.680], [0.626, 3.843, 3.566], [0.770, 2.607, 2.895], [0.128, 2.313, 1.724], [-1.202, 2.646, 1.623], [-2.137, 2.523, 2.673], [-3.489, 2.682, 2.464], [-4.014, 2.976, 1.202], [-5.498, 3.089, 0.984], [-3.113, 3.150, 0.167], [-1.746, 3.011, 0.378], [-0.866, 3.266, -0.719], [0.210, 4.083, -0.731], [0.648, 4.153, -2.033], [-0.240, 3.322, -2.744], [-1.152, 2.787, -1.947], [1.689, 1.719, 3.478], [2.456, 2.053, 4.589], [1.766, 0.357, 3.035], [1.509, -0.689, 3.840], [1.884, -1.836, 3.187], [2.383, -1.378, 1.965], [2.311, -0.050, 1.866], [2.613, 4.284, 7.097], [4.047, 4.245, 6.078], [3.532, 2.789, 6.921], [1.230, 5.125, 5.156], [-0.096, 4.551, 3.175], [-1.769, 2.259, 3.657], [-4.167, 2.558, 3.302], [-5.978, 3.638, 1.795], [-5.970, 2.104, 0.933], [-5.720, 3.606, 0.050], [-3.455, 3.408, -0.828], [0.569, 4.541, 0.174], [1.491, 4.707, -2.408], [-0.249, 3.078, -3.794], [3.155, 1.317, 4.971], [1.076, -0.526, 4.811], [1.790, -2.850, 3.533], [2.787, -1.960, 1.151], [-4.969, -3.160, 2.319], [-3.762, -2.978, 1.520], [-2.760, -2.265, 2.185], [-2.146, -1.377, 1.315], [-1.141, -0.725, 1.595], [-2.916, -1.454, 0.092], [-3.877, -2.381, 0.272], [-4.965, -2.788, -0.658], [-2.140, -2.829, 3.325], [-2.010, -4.206, 3.451], [-1.410, -4.732, 4.586], [-0.933, -3.893, 5.582], [-1.064, -2.518, 5.440], [-1.669, -1.978, 4.317], [-4.727, -3.734, 3.212], [-5.686, -3.726, 1.730], [-5.401, -2.198, 2.611], [-2.671, -0.932, -0.818], [-4.769, -2.363, -1.640], [-5.936, -2.422, -0.319], [-5.022, -3.873, -0.750], [-2.367, -4.854, 2.663], [-1.311, -5.806, 4.683], [-0.467, -4.307, 6.466], [-0.701, -1.858, 6.218], [-1.774, -0.909, 4.194], [-0.224, -4.074, -4.505], [-1.326, -3.431, -3.653], [-1.993, -4.521, -2.801], [-2.373, -2.803, -4.583], [-0.757, -2.397, -2.769], [-0.290, -1.556, -2.011], [-0.647, -4.842, -5.158], [0.527, -4.540, -3.865], [0.270, -3.324, -5.125], [-2.426, -5.297, -3.439], [-2.787, -4.092, -2.189], [-1.265, -4.981, -2.132], [-2.810, -3.563, -5.237], [-1.918, -2.028, -5.202], [-3.173, -2.339, -4.004], [2.192, 1.199, -2.161], [2.460, 1.481, -3.614], [3.099, -0.060, -4.289], [2.654, -1.243, -3.728], [3.105, -2.444, -4.265], [3.965, -2.452, -5.350], [4.381, -1.252, -5.918], [3.950, -0.049, -5.390], [3.974, 2.421, -3.647], [4.118, 3.415, -4.599], [5.296, 4.154, -4.629], [6.292, 3.901, -3.701], [6.124, 2.912, -2.736], [4.961, 2.164, -2.705], [1.925, -1.246, -2.925], [2.761, -3.373, -3.831], [4.312, -3.391, -5.761], [5.050, -1.257, -6.769], [4.292, 0.884, -5.820], [3.321, 3.615, -5.306], [5.426, 4.932, -5.369], [7.205, 4.483, -3.722], [6.902, 2.727, -2.008], [4.805, 1.397, -1.958]],
  "mulliken_charge": [2.1084, -1.5447, 0.6963, -0.9823, -0.3846, -0.5918, 0.7560, 0.5017, -0.1672, -1.0000, 0.9166, -1.5855, -0.9626, -0.2703, 0.8310, -0.1674, -0.5852, -0.7018, -0.8253, -0.8491, -0.1686, 1.3176, -0.7003, -0.7161, -0.3134, -1.3255, 0.3760, 0.2821, 0.3644, 0.3742, 0.4537, 0.5122, 0.3873, 0.3825, 0.2559, 0.3655, 0.4727, 0.4440, 0.5445, 0.5436, 0.4037, 0.7789, 0.4294, 0.5018, -1.2255, 0.0180, 0.6139, -0.1827, -0.0283, -0.5166, 0.2181, -1.8351, -0.0667, 0.1183, -0.7158, -0.5459, -0.5574, -0.3281, 0.3739, 0.4534, 0.3161, 0.5307, 0.3036, 0.4412, 0.4165, 0.5059, 0.3986, 0.4089, 0.4298, 0.3887, -1.7539, 2.5649, -1.3011, -1.5417, -1.7288, -0.2193, 0.4228, 0.2698, 0.3736, 0.4140, 0.0306, 0.3874, 0.3863, 0.3818, 0.2655, -0.2102, 0.4077, 0.6100, -0.3977, -0.4919, -0.6072, -0.5919, -0.6061, 0.0438, -0.0416, -0.6954, -0.3831, -0.7074, -0.2830, 0.1827, 0.4675, 0.3866, 0.3878, 0.4020, 0.4518, 0.4088, 0.3967, 0.4109, 0.4156]
}